C23H42N2O3OsP2 | wB97M-V/def2-TZVPD

## Properties
DFT total energy	-54678.9029	eV
spin multiplicity	5
HOMO (spin up / spin down)	-11.9 / -15.0	eV
ΔE to the lowest compared entry with this formula, charge and spin	42.25	kcal per mole
expectation value of S²	6.020
frontier orbital gap (spin up / spin down)	4.872 / 6.539	eV
net charge	+2

Positions of all 73 atoms, in Å:
P  2.72  -1.04  -1.81
P  2.05  -4.38  -2.37
C  3.82  -2.23  -2.80
C  3.31  -3.58  -3.37
H  4.71  -2.39  -2.16
H  4.16  -1.62  -3.66
H  2.95  -3.44  -4.40
H  4.17  -4.27  -3.44
C  2.92  -5.65  -1.39
H  2.26  -6.14  -0.67
H  3.80  -5.27  -0.86
H  3.27  -6.41  -2.10
C  0.78  -5.28  -3.25
H  1.25  -6.09  -3.84
H  0.23  -4.60  -3.91
H  0.10  -5.76  -2.52
C  4.00  0.21  -1.46
H  3.54  1.17  -1.22
H  4.66  0.31  -2.33
H  4.62  -0.10  -0.60
C  1.71  -0.04  -4.45
H  1.99  -1.03  -4.82
H  2.55  0.66  -4.46
H  0.99  0.42  -5.15
Os  0.93  -0.13  -2.60
C  0.52  -4.19  0.61
C  1.22  -3.99  1.76
C  2.72  -3.72  1.72
C  3.27  -3.00  0.46
C  2.17  -2.40  -0.34
C  1.26  -3.25  -1.26
C  -0.32  -3.05  -1.11
C  -0.82  -3.89  0.06
C  1.31  1.80  -2.13
H  0.91  -5.02  0.03
H  0.81  -4.27  2.72
H  3.31  -4.63  1.88
H  2.94  -3.02  2.54
H  3.96  -2.17  0.71
H  3.88  -3.65  -0.17
H  1.57  -1.76  0.33
H  1.20  -2.59  -2.22
H  -0.85  -3.23  -2.07
H  -0.45  -1.99  -0.87
H  -1.54  -3.35  0.69
H  -1.33  -4.80  -0.29
H  0.45  2.39  -2.51
H  2.20  2.24  -2.61
H  1.34  1.92  -1.04
C  -2.34  2.90  1.05
C  -2.39  1.57  1.78
C  -2.30  0.32  0.87
C  -2.70  -0.95  1.69
C  -1.99  -1.08  3.02
C  -3.36  0.44  -0.26
O  -4.57  0.48  -0.08
N  -2.87  0.50  -1.57
C  -1.57  0.28  -1.97
O  -1.22  0.20  -3.18
N  -0.62  0.13  -1.02
C  -0.84  0.13  0.36
O  0.09  -0.06  1.16
H  -1.43  2.99  0.45
H  -2.35  3.71  1.78
H  -3.22  3.03  0.41
H  -1.58  1.51  2.53
H  -3.34  1.51  2.35
H  -3.80  -0.94  1.86
H  -2.50  -1.83  1.05
H  -2.40  -0.36  3.74
H  -2.12  -2.09  3.41
H  -0.92  -0.88  2.88
H  -3.56  0.57  -2.31